42
Properties=species:S:1:pos:R:3:forces:R:3 method="wB97M-V/def2-TZVPD" homo_ev=-9.146 total_energy_ha=-882.9441 de_lowest_kcal_mol=1.0 smiles="CCCCC[C@@H]1CC(=O)N(Cc2ccccc2)C(=O)N1"
C -7.1001 0.3096 -0.2372 0.2 0.0 -0.1
C -5.5785 0.3913 -0.2310 -0.2 0.0 0.3
C -5.0382 0.6512 1.1742 0.2 0.1 -0.3
C -3.5174 0.8129 1.2242 -0.2 -0.2 0.1
C -2.7823 -0.5156 1.0438 0.2 0.3 -0.1
H -3.1986 -1.0493 0.1874 0.0 -0.1 0.0
H -2.9357 -1.1396 1.9259 0.0 -0.1 0.0
C -1.2770 -0.3661 0.8095 0.0 -0.2 0.3
N -1.0346 0.3856 -0.4029 -0.4 -0.1 0.0
C 0.1653 0.9087 -0.7367 -0.2 0.1 0.0
O 0.3821 1.4137 -1.8147 0.2 0.1 -0.4
N 1.1511 0.8364 0.2582 0.3 0.2 -0.3
C 0.9154 0.5347 1.5732 -0.6 -0.1 0.4
O 1.8052 0.4559 2.3876 0.2 0.0 0.2
C -0.5475 0.3649 1.9293 0.1 -0.2 -0.1
H -0.9701 1.3637 2.0619 0.0 0.0 0.0
H -0.6177 -0.1725 2.8742 0.1 0.0 0.0
C 2.5270 1.1086 -0.1643 0.2 0.1 -0.1
C 3.1552 -0.1457 -0.7119 0.0 0.1 0.0
C 3.0950 -0.4252 -2.0708 0.0 0.0 0.0
C 3.6349 -1.5998 -2.5651 0.0 -0.1 -0.1
C 4.2346 -2.5047 -1.7054 0.0 -0.1 0.0
C 4.2904 -2.2337 -0.3484 0.0 -0.1 0.0
C 3.7515 -1.0597 0.1477 0.0 0.0 0.0
H 3.7861 -0.8471 1.2060 0.0 0.0 0.1
H 4.7552 -2.9388 0.3252 0.0 -0.1 0.1
H 4.6569 -3.4207 -2.0923 0.0 -0.1 0.0
H 3.5872 -1.8096 -3.6238 0.0 0.0 -0.1
H 2.6168 0.2784 -2.7360 0.0 0.1 -0.1
H 2.4839 1.8863 -0.9289 0.0 -0.1 0.2
H 3.0687 1.4631 0.7144 -0.1 0.0 -0.2
H -1.7100 0.3337 -1.1501 0.2 0.1 0.0
H -0.8431 -1.3769 0.7089 -0.1 0.2 0.1
H -3.2479 1.2426 2.1905 0.1 0.1 0.0
H -3.2067 1.5141 0.4470 0.0 0.1 0.0
H -5.3367 -0.1657 1.8352 -0.1 0.0 0.1
H -5.4979 1.5661 1.5545 -0.1 0.0 0.1
H -5.2570 1.1978 -0.8942 0.1 0.0 -0.1
H -5.1736 -0.5438 -0.6226 0.1 0.0 -0.1
H -7.4695 0.1253 -1.2432 -0.1 0.0 -0.1
H -7.5342 1.2398 0.1225 -0.1 0.1 0.0
H -7.4411 -0.4980 0.4069 -0.1 -0.1 0.1